Density functional theory data (wB97M-V/def2-TZVPD) for C6H14N2 as an isolated structure in a non-equilibrium geometry.

Each line ends with the natural charge from an NBO analysis.
Geometry (Å):
C 2.76 -1.21 1.82  -0.611
C -1.99 1.79 -0.81  -0.208
C -0.84 -0.50 -0.78  -0.305
H 2.84 -0.60 2.72  0.210
C -1.49 0.60 -1.62  -0.435
N 1.28 -1.57 -0.18  -0.610
H 1.70 0.35 1.01  0.184
C 1.53 -0.73 1.02  -0.244
H 0.65 -0.77 1.65  0.202
H 2.09 -1.63 -0.79  0.355
H -2.47 2.54 -1.43  0.189
H 3.68 -1.15 1.23  0.196
H -1.05 2.19 -0.39  0.153
C 0.49 -0.47 -0.70  0.023
H 1.03 0.38 -1.12  0.170
H 2.72 -2.29 2.03  0.210
H -1.22 -1.52 -0.81  0.224
H -3.09 1.89 1.02  0.365
H -2.35 0.13 -2.11  0.211
H -2.53 0.42 0.49  0.358
H -0.84 0.83 -2.46  0.211
N -2.91 1.31 0.21  -0.847

Values from the calculation:
gap between HOMO and LUMO = 9.79 eV
HOMO energy = -8.87 eV
relative energy (zero: lowest compared OMol25 entry of this formula, charge and spin) = 62.2 kcal per mole
total energy = -346.42809 Eh